--- i ---
ORCA calculation (ωB97M-V with the def2-TZVPD basis set) on a molecular structure, C38H34BrN4O2Tl.

spin multiplicity = 1
HOMO level = -7.21 eV
HOMO-LUMO gap = 0.23187 Ha

Last column: Löwdin charge in e.
Geometry (Å):
Tl  0.89  -0.10  -0.73  0.9974
O  -1.91  -5.48  3.04  -0.0295
C  -0.95  -4.80  3.46  -0.6777
O  -0.41  -4.69  4.57  -0.0249
C  -0.37  -3.84  2.39  -0.0569
C  0.62  -2.93  2.71  0.0800
C  1.08  -2.06  1.74  -0.1790
N  0.58  -2.07  0.50  0.0733
C  -0.34  -2.98  0.16  -0.1885
C  -0.82  -3.89  1.08  0.0614
C  -0.78  -2.96  -1.27  -0.2107
C  -1.80  -3.78  -1.75  0.0054
C  -2.10  -3.73  -3.10  -0.0368
C  -1.40  -2.87  -3.93  -0.0372
C  -0.43  -2.07  -3.36  -0.1059
N  -0.13  -2.12  -2.06  0.0590
C  2.23  -1.15  1.97  -0.1978
C  2.81  -0.97  3.22  0.0173
C  3.97  -0.23  3.32  -0.0352
C  4.53  0.32  2.18  -0.0444
C  3.87  0.14  0.98  -0.1465
N  2.74  -0.57  0.88  0.0472
H  1.00  -2.96  3.72  0.1209
H  -1.56  -4.64  0.84  0.1195
H  -2.34  -4.43  -1.08  0.1182
H  -2.89  -4.35  -3.50  0.1157
H  -1.60  -2.81  -4.99  0.1101
H  0.13  -1.35  -3.95  0.1106
H  2.37  -1.43  4.09  0.1213
H  4.43  -0.08  4.29  0.1191
H  5.45  0.89  2.21  0.1134
H  4.26  0.56  0.06  0.0787
Br  3.38  -0.21  -2.65  0.8557
C  2.48  0.89  -3.90  -0.5828
C  3.20  1.25  -5.00  -0.1294
C  2.61  2.06  -5.99  -0.0687
C  1.32  2.48  -5.84  -0.0303
C  0.56  2.11  -4.70  -0.1561
C  -0.78  2.55  -4.57  -0.0284
C  -1.52  2.20  -3.49  -0.0529
C  -0.96  1.40  -2.47  -0.1143
C  0.33  0.95  -2.56  -0.2577
C  1.13  1.29  -3.68  -0.2288
H  4.22  0.91  -5.11  0.0996
H  3.19  2.35  -6.86  0.1091
H  0.86  3.11  -6.59  0.1162
H  -1.19  3.17  -5.35  0.1155
H  -2.55  2.55  -3.39  0.1113
H  -1.56  1.17  -1.60  0.0892
C  -3.78  -1.83  0.93  -0.0351
C  -2.99  -0.70  1.53  -0.2602
C  -3.34  -0.19  2.78  -0.0241
C  -2.61  0.85  3.33  -0.2666
C  -3.01  1.45  4.66  -0.0496
C  -1.50  1.37  2.66  -0.0093
C  -1.09  0.86  1.41  -0.2826
C  -1.89  -0.17  0.88  -0.0394
N  0.00  1.33  0.67  -0.0608
C  0.67  2.60  0.98  -0.6142
C  -0.34  3.76  0.94  -0.0300
C  1.44  2.59  2.31  -0.0219
C  1.69  2.90  -0.13  -0.0636
H  -4.85  -1.68  1.08  0.0815
H  -3.52  -2.78  1.40  0.0830
H  -3.59  -1.92  -0.14  0.0677
H  -4.20  -0.60  3.31  0.1177
H  -3.77  0.85  5.15  0.0738
H  -3.41  2.46  4.52  0.0810
H  -2.15  1.53  5.32  0.0786
H  -0.97  2.17  3.13  0.0825
H  -1.68  -0.55  -0.12  0.0732
H  -1.12  3.65  1.68  0.0698
H  -0.81  3.79  -0.05  0.0869
H  0.17  4.71  1.11  0.0876
H  0.81  2.54  3.18  0.0668
H  2.06  3.49  2.39  0.0904
H  2.11  1.72  2.34  0.0569
H  1.20  2.95  -1.10  0.0727
H  2.48  2.15  -0.17  0.0479
H  2.17  3.86  0.06  0.0949

--- ii ---
ORCA calculation (ωB97M-V with the def2-TZVPD basis set) on a molecular structure, C38H34BrN4O2Tl.

spin multiplicity = 1
HOMO level = -7.63 eV
HOMO-LUMO gap = 0.24899 Ha

Last column: Löwdin charge in e.
Geometry (Å):
Tl  0.66  -0.18  0.22  1.0268
O  -1.49  5.61  3.88  -0.0230
C  -1.29  4.51  4.42  -0.6844
O  -1.28  4.15  5.61  -0.0248
C  -0.95  3.38  3.42  -0.0561
C  -0.71  2.09  3.87  0.0710
C  -0.41  1.09  2.96  -0.2295
N  -0.32  1.36  1.65  0.0535
C  -0.61  2.58  1.19  -0.1730
C  -0.92  3.62  2.06  0.0757
C  -0.70  2.72  -0.28  -0.1843
C  -0.93  3.94  -0.91  0.0179
C  -1.16  3.96  -2.27  -0.0340
C  -1.17  2.76  -2.98  -0.0301
C  -0.90  1.60  -2.29  -0.1121
N  -0.65  1.58  -0.98  0.0608
C  -0.25  -0.34  3.36  -0.2552
C  -0.42  -0.78  4.66  0.0169
C  -0.34  -2.13  4.93  -0.0297
C  -0.11  -3.02  3.89  -0.0303
C  0.06  -2.51  2.62  -0.1020
N  0.02  -1.20  2.37  0.0208
H  -0.79  1.93  4.94  0.1187
H  -1.17  4.62  1.73  0.1195
H  -0.93  4.86  -0.34  0.1180
H  -1.35  4.89  -2.78  0.1156
H  -1.38  2.73  -4.04  0.1114
H  -0.88  0.63  -2.78  0.1170
H  -0.63  -0.07  5.46  0.1188
H  -0.47  -2.49  5.94  0.1174
H  -0.06  -4.09  4.06  0.1124
H  0.23  -3.15  1.76  0.0917
Br  2.86  0.37  2.71  0.9063
C  4.21  0.49  1.38  -0.5784
C  5.49  0.56  1.85  -0.1329
C  6.57  0.74  0.97  -0.0681
C  6.32  0.88  -0.36  -0.0329
C  5.00  0.82  -0.87  -0.1578
C  4.80  1.00  -2.26  -0.0286
C  3.54  0.95  -2.78  -0.0619
C  2.46  0.67  -1.94  -0.1484
C  2.59  0.47  -0.58  -0.1988
C  3.89  0.58  0.00  -0.2071
H  5.66  0.49  2.92  0.0981
H  7.57  0.78  1.36  0.1094
H  7.13  1.05  -1.06  0.1146
H  5.66  1.19  -2.88  0.1159
H  3.38  1.11  -3.84  0.1099
H  1.48  0.59  -2.40  0.0632
C  -4.43  -1.70  -3.81  -0.0514
C  -3.75  -1.32  -2.52  -0.2716
C  -4.42  -0.55  -1.57  -0.0250
C  -3.78  -0.22  -0.38  -0.2675
C  -4.47  0.62  0.67  -0.0380
C  -2.48  -0.65  -0.16  -0.0396
C  -1.76  -1.40  -1.11  -0.3098
C  -2.44  -1.72  -2.29  -0.0220
N  -0.42  -1.70  -0.83  -0.0691
C  0.28  -2.83  -1.47  -0.6252
C  -0.55  -4.12  -1.33  -0.0316
C  0.64  -2.59  -2.95  -0.0300
C  1.60  -3.05  -0.74  -0.0657
H  -5.45  -1.31  -3.85  0.0723
H  -4.48  -2.79  -3.92  0.0805
H  -3.88  -1.31  -4.67  0.0786
H  -5.44  -0.23  -1.75  0.1104
H  -5.52  0.78  0.42  0.0748
H  -3.99  1.60  0.77  0.0783
H  -4.43  0.13  1.65  0.0825
H  -2.02  -0.40  0.78  0.0812
H  -1.96  -2.30  -3.06  0.0900
H  -1.53  -4.03  -1.78  0.0722
H  -0.68  -4.36  -0.27  0.0833
H  -0.02  -4.95  -1.80  0.0883
H  -0.21  -2.64  -3.63  0.0646
H  1.35  -3.36  -3.28  0.0881
H  1.13  -1.62  -3.07  0.0690
H  1.47  -3.11  0.34  0.0542
H  2.32  -2.26  -0.95  0.0655
H  2.05  -4.00  -1.07  0.0946

Least stable = i

--- i ---
ORCA calculation (ωB97M-V with the def2-TZVPD basis set) on C5H8FNS in the gas phase.

spin multiplicity = 1
HOMO level = -8.08 eV
structure (SMILES) = CC1=NSCC[C@@H]1F
HOMO-LUMO gap = 0.33004 Ha

Last column: Löwdin charge in e.
Geometry (Å):
C  2.12  0.81  -0.80  -0.0249
C  0.83  0.02  -0.48  -0.3738
N  0.50  -0.91  -1.36  -0.4017
S  -0.65  -2.01  -1.27  0.8382
C  -1.80  -1.04  0.04  -0.3489
C  -1.26  0.27  0.53  -0.2316
C  0.20  0.24  0.86  -0.3748
F  0.34  1.45  1.39  0.0570
H  2.70  0.48  -1.60  0.0360
H  2.54  0.61  0.26  0.1016
H  2.00  2.01  -0.83  0.1259
H  -1.93  -1.88  0.93  0.1177
H  -2.76  -0.99  -0.42  0.0374
H  -1.60  1.04  -0.12  0.1224
H  -1.64  0.67  1.43  0.1077
H  0.42  -0.80  1.42  0.2117

--- ii ---
ORCA calculation (ωB97M-V with the def2-TZVPD basis set) on C5H8FNS in the gas phase.

spin multiplicity = 1
HOMO level = -8.45 eV
structure (SMILES) = C[C@H]1[C@@H](F)[C@H]1NC=S
HOMO-LUMO gap = 0.32928 Ha

Last column: Löwdin charge in e.
Geometry (Å):
C  -1.21  1.67  -0.66  -0.0695
C  -1.72  0.82  0.43  -0.2190
C  -2.03  -0.65  0.23  -0.2571
F  -1.96  -1.18  -1.01  0.0518
C  -0.83  -0.29  1.00  -0.2283
N  0.43  -0.49  0.40  -0.0338
C  1.54  0.25  0.50  -0.7073
S  2.97  -0.12  -0.30  0.5390
H  -0.82  2.62  -0.27  0.0920
H  -0.47  1.17  -1.31  0.0909
H  -2.01  1.80  -1.39  0.0837
H  -2.32  1.32  1.25  0.1569
H  -2.85  -1.03  0.82  0.1479
H  -0.91  -0.49  2.07  0.1495
H  0.57  -1.33  -0.13  0.1206
H  1.47  1.18  1.08  0.0826

Least stable = i

--- i ---
ORCA calculation (ωB97M-V with the def2-TZVPD basis set) on 2 unconnected molecules or ions with the total composition CH6N3O.

spin multiplicity = 1
HOMO level (alpha / beta) = -13.84 / -14.25 eV
net charge = +1
HOMO-LUMO gap (alpha / beta) = 0.29506 / 0.34740 Ha

Last column: Löwdin charge in e.
Geometry (Å):
C  0.55  0.07  -0.11  -0.1682
N  1.51  0.88  0.16  0.1791
N  -1.66  0.97  -0.07  0.0989
N  0.70  -1.23  -0.06  0.1632
O  -2.21  -0.20  0.07  -0.0709
H  1.40  1.82  -0.13  0.1178
H  2.37  0.70  0.68  0.1507
H  -1.77  1.17  -1.10  0.1141
H  1.48  -1.73  -0.44  0.1365
H  -0.03  -1.93  -0.01  0.1243
H  -2.31  -0.53  1.00  0.1545

--- ii ---
ORCA calculation (ωB97M-V with the def2-TZVPD basis set) on 2 unconnected molecules or ions with the total composition CH6N3O.

spin multiplicity = 1
HOMO level (alpha / beta) = -13.69 / -14.29 eV
net charge = +1
HOMO-LUMO gap (alpha / beta) = 0.28554 / 0.32866 Ha

Last column: Löwdin charge in e.
Geometry (Å):
C  -0.20  -1.99  -0.23  -0.0644
N  0.15  2.79  1.14  0.0727
N  0.36  0.37  -0.44  0.1876
N  -0.17  -0.64  -0.11  0.0048
O  0.48  2.22  0.06  -0.0684
H  -0.41  -2.45  0.82  0.1521
H  0.62  -2.44  -0.81  0.1102
H  -1.22  -2.18  -0.75  0.1593
H  -0.87  2.89  1.48  0.1942
H  0.79  2.89  1.85  0.0959
H  1.13  0.56  -1.08  0.1561

Least stable = ii

--- i ---
ORCA calculation (ωB97M-V with the def2-TZVPD basis set) on a gas-phase ion, C2H7N4 (charge +1).

spin multiplicity = 3
HOMO level (alpha / beta) = -11.41 / -14.32 eV
net charge = +1
HOMO-LUMO gap (alpha / beta) = 0.23612 / 0.26334 Ha

Last column: Löwdin charge in e.
Geometry (Å):
C  0.62  -0.28  0.04  -0.2286
C  1.41  0.91  0.45  -0.0101
N  -0.85  -0.33  0.37  0.0846
N  -1.77  -0.25  -0.50  -0.0246
N  -3.02  -0.18  0.02  0.0893
N  1.23  -1.38  -0.33  0.2720
H  0.70  1.60  1.04  0.1274
H  1.87  1.49  -0.35  0.1029
H  2.33  0.65  1.09  0.1264
H  -3.03  -0.39  0.97  0.0842
H  -3.82  -0.30  -0.59  0.1201
H  2.14  -1.33  -0.67  0.1324
H  0.55  -2.04  -0.56  0.1241

--- ii ---
ORCA calculation (ωB97M-V with the def2-TZVPD basis set) on 2 unconnected molecules or ions with the total composition C2H7N4.

spin multiplicity = 3
HOMO level (alpha / beta) = -10.99 / -14.96 eV
net charge = +1
HOMO-LUMO gap (alpha / beta) = 0.27487 / 0.33344 Ha

Last column: Löwdin charge in e.
Geometry (Å):
C  -1.50  -0.05  0.02  -0.1098
C  0.59  -1.28  0.09  -0.0336
N  -0.63  -0.83  -0.12  0.0898
N  1.25  1.44  0.10  0.0419
N  -2.60  0.58  -0.13  0.1822
N  1.81  0.29  -0.34  -0.1046
H  0.80  -1.32  1.17  0.1205
H  0.76  -2.19  -0.55  0.1411
H  1.45  1.63  1.14  0.0919
H  -3.60  0.30  0.25  0.2128
H  -2.50  1.45  -0.58  0.1138
H  2.41  -0.23  0.31  0.1195
H  1.76  0.19  -1.36  0.1346

Least stable = ii

--- i ---
ORCA calculation (ωB97M-V with the def2-TZVPD basis set) on a gas-phase ion, C4H7FNO (charge -1).

spin multiplicity = 1
HOMO level = -1.85 eV
net charge = -1
HOMO-LUMO gap = 0.22288 Ha

Last column: Löwdin charge in e.
Geometry (Å):
C  0.42  0.48  -0.05  -0.1538
C  1.51  1.81  1.74  0.0188
C  -0.65  -0.48  0.71  -0.3639
C  -0.86  -1.64  -0.24  -0.2213
N  1.52  0.86  0.86  -0.3175
O  2.69  0.28  0.72  -0.1805
F  -1.93  0.23  0.58  -0.2254
H  0.77  -0.10  -0.85  0.0738
H  -0.10  1.34  -0.44  0.0987
H  0.63  2.41  1.73  0.0673
H  2.38  1.89  2.32  0.0619
H  -1.65  -2.33  0.15  0.0484
H  -0.06  -2.35  -0.36  0.0477
H  -1.41  -1.29  -1.12  0.0457

--- ii ---
ORCA calculation (ωB97M-V with the def2-TZVPD basis set) on 2 unconnected molecules or ions with the total composition C4H7FNO.

spin multiplicity = 1
HOMO level (alpha / beta) = -1.12 / -1.12 eV
net charge = -1
HOMO-LUMO gap (alpha / beta) = 0.17517 / 0.17523 Ha

Last column: Löwdin charge in e.
Geometry (Å):
C  2.87  0.34  0.22  -0.0505
C  1.54  0.13  -0.14  -0.2423
C  0.70  -0.92  0.27  -0.1271
C  -0.59  -1.02  -0.20  -0.0104
N  -2.67  1.21  -0.62  -0.3284
O  -3.38  1.21  0.63  -0.3733
F  -1.28  -2.21  0.23  -0.0832
H  3.35  1.06  -0.50  0.0405
H  3.53  -0.42  0.79  0.0596
H  1.23  0.90  -0.87  0.1087
H  -3.57  0.26  0.78  0.0099
H  1.20  -1.80  0.57  0.0937
H  -1.17  -0.38  -0.72  0.0083
H  -1.74  1.63  -0.43  -0.1056

Least stable = ii

--- i ---
ORCA calculation (ωB97M-V with the def2-TZVPD basis set) on 2 unconnected molecules or ions with the total composition C2H3I3O.

spin multiplicity = 1
HOMO level = -8.91 eV
structure (SMILES) = I/C=C/I.OI
HOMO-LUMO gap = 0.30163 Ha

Last column: Löwdin charge in e.
Geometry (Å):
I  -2.50  -0.42  0.34  0.8209
C  -0.67  0.52  0.61  -0.8736
C  -0.15  1.44  -0.15  -0.8036
I  1.67  2.40  0.27  0.7681
H  -0.10  -0.04  1.46  0.0378
H  -0.76  1.73  -1.05  0.0541
O  0.48  -1.51  -0.87  -0.8077
I  2.12  -1.84  0.14  0.8481
H  -0.08  -2.28  -0.75  -0.0441

--- ii ---
ORCA calculation (ωB97M-V with the def2-TZVPD basis set) on 2 unconnected molecules or ions with the total composition C2H3I3O.

spin multiplicity = 1
HOMO level = -9.16 eV
structure (SMILES) = I/C=C/I.OI
HOMO-LUMO gap = 0.31403 Ha

Last column: Löwdin charge in e.
Geometry (Å):
I  1.50  -2.40  0.52  0.7590
C  -0.09  -1.02  0.16  -0.7363
C  -0.01  -0.46  -1.02  -0.7652
I  -1.53  0.78  -1.84  0.8657
H  -0.75  -0.99  0.90  -0.0178
H  0.60  -0.72  -1.91  0.0273
O  -0.54  1.50  1.21  -0.7919
I  1.37  1.68  1.71  0.8552
H  -0.54  1.62  0.27  -0.1960

Least stable = ii